(1)
8 unconnected molecules or ions with the total composition C39H73N10O2 in a non-equilibrium geometry. Source: OMol25; level of theory: the ωB97M-V functional and the def2-TZVPD basis.

Cartesian coordinates (Å):
C: 8.302844 6.409305 1.854500
C: 7.086963 5.762272 1.693414
C: 6.124465 6.011723 0.510456
C: 4.881115 6.690382 1.167005
N: 3.766554 6.709130 0.130185
N: 2.642261 7.536738 0.424740
C: 1.873719 7.162898 1.611925
C: 0.987645 8.385511 2.028716
C: 3.403735 5.320386 -0.386661
O: 2.389390 5.414572 -1.360072
C: 3.068011 4.291292 0.711462
O: 3.459575 2.996022 0.274752
C: 3.798129 2.128235 1.362473
C: 2.627584 1.880622 2.336521
C: 4.697910 4.874799 -1.139218
N: 5.825792 4.782601 -0.222748
H: 8.527085 6.968758 2.780068
H: 9.107564 6.362182 1.100793
H: 6.752679 5.036403 2.460277
H: 6.640119 6.748169 -0.143446
H: 5.111900 7.762008 1.334521
H: 4.559531 6.224891 2.105629
H: 4.221117 7.154227 -0.679192
H: 2.932480 8.509033 0.412475
H: 2.487646 6.885364 2.485079
H: 1.180504 6.330195 1.376889
H: 1.254005 8.689731 3.061111
H: 1.188254 9.273241 1.397783
H: -0.081744 8.135199 2.041024
H: 1.533687 5.595963 -0.943150
H: 1.965339 4.292259 0.859696
H: 3.514682 4.501725 1.697494
H: 4.670543 2.530715 1.920700
H: 4.113205 1.174459 0.907907
H: 1.658319 2.204149 1.920360
H: 2.541995 0.822161 2.638996
H: 2.767029 2.465249 3.269919
H: 4.515952 3.943378 -1.691878
H: 4.950506 5.655370 -1.892160
H: 5.766709 3.966418 0.376109
C: -2.574225 -0.395030 2.150115
C: -1.161683 -0.883749 2.446167
C: -0.649117 -0.425909 3.815283
C: -0.610045 1.042901 3.894014
N: -0.572458 2.199853 3.959345
H: -2.622335 0.695016 2.113871
H: -2.914081 -0.769981 1.183706
H: -3.273531 -0.743153 2.912816
H: -0.483721 -0.528741 1.665067
H: -1.141119 -1.972743 2.421140
H: 0.356237 -0.810208 3.994743
H: -1.292592 -0.795727 4.610586
C: -5.735157 -3.494167 3.354058
C: -5.448374 -4.312730 4.606921
C: -4.568772 -3.578863 5.621872
C: -3.259076 -3.219607 5.061914
N: -2.224713 -2.937285 4.634514
H: -4.815573 -3.273057 2.806130
H: -6.388916 -4.049618 2.680400
H: -6.223758 -2.547224 3.596842
H: -4.966985 -5.249524 4.319248
H: -6.387488 -4.575401 5.096236
H: -4.399723 -4.204776 6.499241
H: -5.054401 -2.658756 5.954721
C: 2.608355 2.963311 -3.711473
C: 1.658594 1.871648 -3.227997
C: 1.547407 0.685131 -4.188956
C: 1.036353 1.105471 -5.503438
N: 0.631930 1.436126 -6.536183
H: 2.271612 3.411623 -4.647698
H: 2.656658 3.751167 -2.958527
H: 3.615442 2.566215 -3.867736
H: 0.666586 2.302557 -3.072813
H: 2.002507 1.497098 -2.261297
H: 0.868781 -0.065620 -3.776385
H: 2.522422 0.213978 -4.328083
C: 2.182182 -3.228206 -5.393087
C: 3.508893 -3.706939 -4.814528
C: 3.399082 -4.121393 -3.342143
C: 2.964763 -2.993729 -2.502712
N: 2.610570 -2.100353 -1.856333
H: 1.821004 -2.336918 -4.876951
H: 2.293672 -2.973303 -6.446918
H: 1.415961 -4.001447 -5.312470
H: 4.258161 -2.918386 -4.914789
H: 3.867712 -4.562743 -5.388330
H: 4.361320 -4.473946 -2.967322
H: 2.675259 -4.931931 -3.228256
C: 1.616235 -5.252459 -0.035241
C: 0.669446 -6.333532 0.469114
C: 0.560012 -7.505781 -0.513321
C: 0.059835 -7.043413 -1.818013
N: -0.324582 -6.680096 -2.847715
H: 1.253316 -4.821418 -0.969593
H: 1.700864 -4.439124 0.685405
H: 2.617846 -5.654264 -0.208159
H: -0.319154 -5.900948 0.634483
H: 1.015659 -6.712390 1.432445
H: -0.117666 -8.270472 -0.131782
H: 1.536396 -7.969436 -0.666220
C: -9.177000 -2.156795 1.065385
C: -8.371635 -2.179954 -0.228768
C: -8.479117 -3.514403 -0.976313
C: -7.949927 -4.615185 -0.154735
N: -7.529421 -5.459701 0.519954
H: -8.814843 -2.904113 1.774000
H: -9.098591 -1.181864 1.547514
H: -10.233633 -2.353384 0.874056
H: -7.321811 -1.971628 -0.005972
H: -8.720526 -1.385791 -0.890342
H: -7.903243 -3.476967 -1.900849
H: -9.518085 -3.722930 -1.236350
C: -2.515972 -3.163952 -2.891172
C: -3.271091 -2.970458 -1.579728
C: -4.691602 -3.545136 -1.621614
C: -5.508748 -2.894836 -2.658423
N: -6.163344 -2.385331 -3.466556
H: -3.003117 -2.638635 -3.713739
H: -1.499997 -2.773499 -2.805117
H: -2.448572 -4.221388 -3.154038
H: -3.315451 -1.905985 -1.337639
H: -2.725445 -3.460270 -0.770430
H: -5.191027 -3.406468 -0.660552
H: -4.664485 -4.616690 -1.828966

Forces on the atoms, in the same order (eV/Å):
-1.1 -0.6 0.0
1.0 0.7 -0.1
1.5 -1.4 0.4
0.5 0.6 -0.4
0.4 0.4 0.4
-0.4 -0.3 0.0
-1.0 0.5 0.5
0.6 0.1 0.6
0.0 -1.4 -1.6
0.7 0.4 0.9
-0.8 -0.4 0.4
0.2 0.6 0.3
-0.2 -0.7 0.3
0.0 0.4 0.6
0.2 0.6 0.2
-0.3 0.3 -0.2
0.5 -1.7 0.2
-1.0 1.4 -0.4
-0.6 1.4 0.3
-0.5 -0.4 0.0
-0.1 -0.6 0.2
0.0 0.1 -0.5
-0.4 -0.1 0.0
0.1 -0.1 0.2
0.0 -0.1 -0.4
0.6 0.3 0.0
-0.2 -0.2 -0.6
-0.3 -0.5 0.1
0.4 0.2 -0.3
0.1 0.0 -0.1
0.5 0.1 0.0
0.0 0.1 -0.4
-0.3 0.0 -0.3
-0.1 0.5 0.0
0.4 -0.3 0.0
0.1 0.5 -0.3
-0.2 -0.3 -0.5
0.1 0.3 0.5
-0.3 -0.3 0.2
0.0 0.1 -0.1
0.0 0.0 0.0
-0.1 0.0 -0.2
0.0 0.3 -0.2
0.2 1.1 0.2
0.0 -1.2 -0.2
0.0 0.0 0.0
0.0 0.0 0.0
0.0 0.0 0.0
0.0 0.0 0.0
0.1 0.0 0.1
0.0 0.0 0.1
0.0 0.0 0.0
0.0 0.0 -0.1
-0.1 0.0 -0.3
0.1 0.0 -0.1
0.5 0.2 -0.1
-0.8 -0.3 0.3
0.0 0.0 0.0
0.0 0.0 0.0
0.0 0.0 0.0
0.0 0.0 0.1
0.0 0.0 0.1
0.0 0.1 0.0
0.0 0.0 0.0
0.0 0.0 0.1
0.1 0.1 0.0
-0.2 0.2 -0.1
-0.3 0.1 -0.9
0.4 -0.3 1.1
0.0 -0.1 0.0
0.0 0.0 -0.2
0.0 0.0 0.0
0.0 -0.1 0.0
0.0 -0.1 0.0
0.1 0.0 -0.1
0.0 0.0 0.0
0.0 0.0 0.0
-0.1 0.1 -0.1
0.0 0.2 0.0
-0.3 0.7 0.6
0.4 -0.8 -0.7
0.0 0.0 0.0
0.0 0.0 0.0
0.0 0.0 0.0
0.0 0.0 0.0
0.0 0.0 0.1
0.0 0.0 0.0
0.0 0.0 0.0
0.0 0.1 0.1
0.1 0.1 0.0
-0.2 0.2 0.0
-0.3 0.1 -0.9
0.4 -0.2 1.0
0.0 0.0 0.0
0.0 0.0 0.0
0.0 0.0 0.0
0.0 -0.1 0.0
0.0 -0.1 0.0
0.0 0.0 -0.1
0.0 0.0 0.0
0.0 0.0 0.0
-0.1 0.1 0.2
0.2 0.0 0.2
0.2 -0.9 0.6
-0.4 1.0 -0.8
0.0 0.0 0.0
0.0 0.0 0.0
0.0 0.0 0.0
0.0 0.0 -0.1
0.1 -0.1 -0.1
-0.1 0.0 0.0
0.0 -0.1 0.0
0.0 0.0 0.1
0.2 0.0 -0.2
0.0 0.2 -0.1
-0.6 0.4 -0.7
0.7 -0.5 0.9
0.0 0.0 0.0
0.0 0.0 0.0
0.0 0.0 0.0
-0.1 0.0 0.0
-0.1 0.0 0.0
0.0 -0.1 0.0
0.0 0.0 0.0

Total charge: +1
Orbital gap in eV: 9.04

(2)
7 unconnected molecules or ions with the total composition C17H38ClN7O16 in a non-equilibrium geometry. Source: OMol25; level of theory: the ωB97M-V functional and the def2-TZVPD basis.

Cartesian coordinates (Å):
C: -4.979075 -2.082456 -0.825621
C: -3.675923 -1.750077 -1.578259
C: -3.353852 -2.779887 -2.679390
C: -2.496843 -1.543987 -0.634270
C: -1.898217 -2.848565 -0.102940
O: -1.794109 -2.869001 1.332622
C: -0.695091 -2.236868 1.780918
O: -0.758713 -1.177710 2.251673
N: 0.501001 -3.019154 1.651500
Cl: 0.610375 -3.924844 3.141447
C: 1.696237 -2.183194 1.500780
C: 1.989767 -1.877810 0.028331
C: 2.352511 -0.392889 -0.145096
C: 3.225889 -0.210838 -1.371263
O: 3.308703 1.146937 -1.876388
C: 3.088805 2.094250 -0.960871
O: 3.906229 2.571047 -0.278080
H: -5.318807 -3.054002 -1.102628
H: -5.719454 -1.331516 -1.074113
H: -4.868264 -2.046863 0.253598
H: -3.840686 -0.818773 -2.110812
H: -2.279807 -2.788547 -2.839109
H: -3.848839 -2.526915 -3.606732
H: -3.671712 -3.770756 -2.374485
H: -1.731293 -0.980190 -1.156359
H: -2.815762 -0.920693 0.194794
H: -2.456774 -3.715464 -0.420229
H: -0.900021 -2.960643 -0.523326
H: 2.528234 -2.749521 1.890094
H: 1.653408 -1.246897 2.051538
H: 1.110246 -2.040842 -0.587527
H: 2.778406 -2.522761 -0.340405
H: 1.418120 0.152104 -0.170729
H: 2.952862 -0.137630 0.723652
H: 4.234463 -0.551355 -1.170686
H: 2.846786 -0.814358 -2.189599
H: 2.056650 2.463997 -0.905773
C: 7.941102 0.622257 -1.391448
N: 7.305173 -0.668493 -1.776759
O: 7.746392 -1.252428 -2.744179
O: 6.375728 -1.044751 -1.086147
H: 8.744417 0.831993 -2.087764
H: 7.172654 1.389431 -1.436347
H: 8.319244 0.509707 -0.379762
C: -1.217214 3.284023 0.482866
N: -1.005991 2.278974 -0.596963
O: -0.355670 1.284799 -0.320885
O: -1.497490 2.518697 -1.678046
H: -0.724553 2.933185 1.382385
H: -0.789197 4.222735 0.143047
H: -2.288339 3.377273 0.635033
C: -5.975335 -6.583531 0.937458
N: -5.596192 -5.266391 0.352830
O: -6.323079 -4.319371 0.587537
O: -4.581388 -5.243554 -0.316449
H: -6.890399 -6.458077 1.504398
H: -6.117073 -7.277158 0.113970
H: -5.158225 -6.902487 1.577938
C: -5.171396 -2.026402 3.520986
N: -6.421920 -1.427545 4.067477
O: -7.477213 -1.777202 3.576566
O: -6.294273 -0.626164 4.972660
H: -5.435682 -2.715536 2.725952
H: -4.556914 -1.215206 3.141583
H: -4.676190 -2.546876 4.335319
C: 4.454754 5.323300 1.272573
N: 3.732026 6.612977 1.431939
O: 4.382027 7.611373 1.654100
O: 2.515612 6.577421 1.319454
H: 5.516876 5.503220 1.388811
H: 4.089356 4.643051 2.036082
H: 4.232361 4.948202 0.281343
C: 2.591149 7.408741 -2.050322
N: 3.471563 6.257584 -2.399019
O: 3.096142 5.499207 -3.268755
O: 4.515896 6.158450 -1.778937
H: 1.708105 7.368159 -2.677310
H: 2.330140 7.315474 -0.998937
H: 3.157564 8.317613 -2.230537

Forces on the atoms, in the same order (eV/Å):
0.5 0.8 -0.4
-0.2 -0.1 -0.2
0.1 0.2 0.6
-0.1 0.0 -0.1
0.4 0.3 -0.4
-0.3 -0.5 -0.1
-0.6 -2.2 -0.9
0.3 3.1 1.3
0.5 0.0 0.0
-0.2 -0.1 -0.1
0.5 -0.1 -0.4
-0.4 0.6 -0.1
0.6 -0.9 0.2
-0.2 -0.2 -0.3
-0.2 -0.5 -0.2
-1.9 -0.2 -1.1
2.3 1.0 1.7
-0.4 -0.4 -0.1
-0.4 0.0 -0.1
0.1 -0.1 0.2
0.1 0.4 0.1
0.2 -0.1 -0.3
-0.1 0.0 -0.2
0.0 -0.3 0.0
0.3 0.1 -0.1
0.0 0.1 0.3
-0.3 -0.2 0.3
0.2 -0.2 0.1
0.2 -0.2 0.2
-0.4 0.0 0.3
-0.2 -0.3 -0.1
0.2 -0.2 -0.1
0.2 0.3 0.0
-0.1 0.5 0.2
0.1 0.0 0.1
-0.1 0.1 -0.3
-0.3 -0.2 -0.3
0.1 0.1 -0.1
0.0 0.0 -0.1
-0.1 0.0 0.2
0.2 -0.1 -0.1
0.0 -0.1 0.0
0.0 -0.1 0.1
-0.1 0.0 0.0
0.1 0.0 0.2
0.0 -0.1 0.1
-0.2 0.3 -0.1
0.1 -0.1 0.1
0.0 -0.1 -0.1
-0.1 0.0 -0.1
0.0 0.1 -0.1
-0.2 0.0 0.1
-0.2 -0.1 0.2
0.2 -0.4 0.0
-0.1 0.1 0.1
0.0 0.1 0.0
0.1 0.0 0.0
0.1 0.0 -0.1
0.0 -0.2 -0.2
-0.1 0.0 0.0
0.2 0.1 0.1
-0.1 -0.1 -0.1
-0.1 0.0 0.0
0.1 0.0 0.1
0.1 0.1 0.0
0.2 0.0 0.1
0.1 0.0 0.0
-0.2 -0.1 0.0
0.2 0.1 -0.1
0.0 0.1 0.0
-0.1 0.0 -0.1
-0.1 -0.1 0.1
-0.1 0.0 -0.1
0.0 0.0 -0.1
0.1 0.1 0.2
-0.2 0.0 -0.1
0.0 -0.1 0.0
0.1 0.0 0.0
0.1 0.0 0.1

Total charge: 0
Orbital gap in eV: 9.76
SMILES: CC(C)CCOC(=O)N(Cl)CCCCOC=O.C[N+](=O)[O-].C[N+](=O)[O-].C[N+](=O)[O-].C[N+](=O)[O-].C[N+](=O)[O-].C[N+](=O)[O-]

(3)
2 unconnected molecules or ions with the total composition CH5O2P in a non-equilibrium geometry. Source: OMol25; level of theory: the ωB97M-V functional and the def2-TZVPD basis.

Cartesian coordinates (Å):
C: 0.989956 0.316998 0.597814
O: -1.447656 -1.126860 -2.878314
O: 0.453466 -0.612944 -1.398618
P: -1.081270 -0.663970 -1.573855
H: 0.167225 0.914386 0.868336
H: 1.809707 0.818685 -0.080112
H: 1.173191 -0.440049 1.235100
H: -1.574666 -1.475974 -0.692911
H: -1.575765 0.670892 -1.127389

Forces on the atoms, in the same order (eV/Å):
1.2 2.3 -6.3
-1.1 -0.4 -2.9
1.6 1.3 3.3
0.9 3.1 0.5
-1.1 0.7 -0.1
-1.7 -1.3 1.9
0.9 -2.9 1.6
-1.1 -1.7 2.6
0.3 -1.1 -0.5

Total charge: 0
ΔE to the lowest compared entry with this formula, charge and spin in eV: 2.9901
Orbital gap (spin up / spin down) in eV: 7.86 / 7.87